# 1
Computed, not measured: a cluster of 2 separate species, C5H10O in total, with ωB97M-V with the def2-TZVPD basis set.

CARTESIAN COORDINATES (ANGSTROEM)
C 0.645507 0.478030 1.286070
C -0.547796 1.160265 0.520233
C -1.649470 1.457310 1.243023
C -1.483392 0.926064 -1.801603
C -0.484506 1.073697 -0.926539
H 1.808347 0.903391 1.039253
H 0.614642 0.663751 2.318408
H 0.663547 -0.645168 1.097811
H -1.763404 1.615258 2.294302
H -2.637079 1.457534 0.737075
H -2.368030 1.386834 -1.409320
H -1.183011 0.404933 -2.692734
H 0.569264 1.382392 -1.229487
H 3.150275 -4.619155 -1.202139
H 1.932900 -3.867418 -0.380651
O 2.732201 -3.777725 -0.893709

Cartesian forces, eV/Å:
C 2.8 1.0 -2.5
C -0.1 -0.7 2.8
C -0.7 -0.3 -1.7
C 1.5 0.2 1.2
C 2.2 1.2 -0.4
H -3.2 -1.1 0.1
H -0.6 0.1 1.5
H -0.1 1.5 0.1
H 0.6 -0.4 0.6
H 0.7 0.7 0.1
H -1.4 -1.2 -0.5
H -0.8 0.9 -1.0
H -1.0 -1.9 -0.2
H -1.2 0.9 0.8
H -0.1 -0.8 0.0
O 1.3 -0.1 -0.9

The relative energy (zero: lowest compared OMol25 entry of this formula, charge and spin) comes out at 342.8 kJ/mol. The calculation puts the highest occupied orbital energy at -8.4 eV. As for the HOMO-LUMO gap: 9.06 eV. The LUMO energy comes out at 0.0232 hartree. The SMILES is C=CC(=C)C.O. Its net charge is 0. The value obtained for the largest force on an atom is 3.90 eV Å⁻¹.


# 2
Computed, not measured: a structure of composition C6H9NO2, with ωB97M-V with the def2-TZVPD basis set.

CARTESIAN COORDINATES (ANGSTROEM)
C -1.805496 0.653644 0.579564
C -1.059777 1.479050 -0.202032
C -0.831826 -0.455508 0.411890
C 0.010092 0.516596 -0.457072
C -1.280213 -1.667951 -0.372939
C 1.495580 0.869674 0.184635
N 2.501479 -0.159371 0.033522
O 3.216780 -0.108315 -0.914301
O 2.670956 -0.931194 0.924499
H -2.801071 0.688221 1.046612
H -1.163461 2.460172 -0.608134
H -0.395217 -0.922261 1.420246
H 0.184617 0.154763 -1.510232
H -2.289876 -1.702318 -0.052218
H -0.577216 -2.527756 -0.152188
H -1.108346 -1.223570 -1.348284
H 1.861672 1.811301 -0.267413
H 1.371320 1.064815 1.283849

Cartesian forces, eV/Å:
C 0.2 1.1 -1.0
C -1.4 0.3 0.7
C 1.8 -2.1 2.8
C 3.8 -1.2 0.9
C 1.7 0.7 0.3
C -3.2 2.0 0.4
N 0.3 0.7 0.4
O 1.0 0.2 -2.5
O -0.5 -1.6 1.9
H 0.6 0.2 -0.2
H -0.3 0.6 0.0
H -0.4 1.6 -1.8
H -0.2 0.5 1.0
H -1.1 -1.4 -0.4
H -1.3 0.8 -0.5
H -0.9 -1.3 -0.8
H 0.0 -0.8 0.0
H 0.0 -0.4 -1.1

The relative energy (zero: lowest compared OMol25 entry of this formula, charge and spin) comes out at 558.7 kJ/mol. The calculation puts the highest occupied orbital energy at -9.8 eV. As for the HOMO-LUMO gap: 10.29 eV. The LUMO energy comes out at 0.0174 hartree. Its net charge is 0. The value obtained for the largest force on an atom is 4.02 eV Å⁻¹.


# 3
Computed, not measured: a structure of composition C30H43BF4N7SV, with ωB97M-V with the def2-TZVPD basis set.

CARTESIAN COORDINATES (ANGSTROEM)
V -0.221234 0.817136 -0.145090
C 1.121769 -3.091782 3.572185
C 0.325185 -1.905452 3.144815
C -0.635394 -1.231454 3.855333
C -1.068614 -0.192692 3.015220
N -0.406901 -0.248681 1.856145
N 0.450453 -1.301791 1.951082
B 1.511937 -1.618884 0.884698
N 2.469316 -0.447094 0.630431
N 2.072901 0.753238 0.118666
C 3.149750 1.530101 0.093213
C 4.263130 0.823132 0.576446
C 3.785304 -0.421053 0.908701
C 4.540128 -1.573745 1.479962
C 3.186615 2.988315 -0.310231
C 3.242929 3.823711 0.976392
C 4.452789 3.245834 -1.136519
C 1.978941 3.421987 -1.122312
N 0.904001 -2.162550 -0.413652
N 0.166293 -1.410391 -1.275786
C -0.086699 -2.202654 -2.325673
C 0.466316 -3.471916 -2.121531
C 1.100189 -3.397866 -0.904500
C 1.872341 -4.468581 -0.212489
C -0.813174 -1.787719 -3.584302
C -0.960122 -2.991913 -4.519125
C 0.019051 -0.731928 -4.313908
C -2.216729 -1.280939 -3.265599
C -2.137868 0.786097 3.478287
C -1.670091 1.371739 4.822798
C -2.434556 1.960985 2.561598
C -3.434804 -0.001486 3.721984
H 0.783432 -3.406910 4.558927
H 1.003001 -3.930900 2.887349
H 2.186739 -2.868691 3.630972
H -0.977359 -1.460495 4.847225
H 2.172562 -2.501075 1.341068
H 5.271812 1.175411 0.681864
H 5.585324 -1.287680 1.594553
H 4.157980 -1.868517 2.456688
H 4.496758 -2.451064 0.835164
H 4.108166 3.555677 1.584639
H 3.308584 4.884818 0.729184
H 2.339886 3.664235 1.564560
H 5.361512 3.030991 -0.575953
H 4.459920 2.637663 -2.041036
H 4.482417 4.295108 -1.431913
H 1.049854 3.235348 -0.596636
H 2.058235 4.490844 -1.329163
H 1.950619 2.901033 -2.086052
H 0.430316 -4.325989 -2.771111
H 1.846431 -5.370434 -0.824064
H 2.915260 -4.190674 -0.060841
H 1.455578 -4.710135 0.765166
H 0.008277 -3.394863 -4.814546
H -1.544314 -3.790481 -4.059362
H -1.478167 -2.678387 -5.425922
H 0.968268 -1.161532 -4.639426
H -0.520498 -0.378362 -5.194682
H 0.218676 0.123276 -3.679957
H -2.836926 -2.088482 -2.870337
H -2.191776 -0.488599 -2.529365
H -2.689081 -0.892042 -4.168891
H -0.718409 1.887589 4.701862
H -2.406430 2.093207 5.179477
H -1.551112 0.606972 5.588847
H -1.562058 2.586785 2.399749
H -2.758695 1.657531 1.570083
H -3.239559 2.542386 3.016987
H -3.279375 -0.823790 4.420517
H -4.194132 0.662955 4.137200
H -3.829430 -0.417780 2.796327
F -3.235558 2.350926 -4.445466
C -3.854779 2.771144 -3.319605
F -3.412388 4.018244 -3.062787
F -5.165335 2.902987 -3.653056
C -3.665724 1.832972 -2.162271
C -4.747736 1.160482 -1.633938
C -4.575819 0.249148 -0.595048
C -3.289063 0.090405 -0.113692
N -2.244913 0.749138 -0.602097
C -2.363363 1.594470 -1.660640
S -0.887021 2.190839 -2.254545
H -5.734920 1.334586 -2.041409
H -5.400747 -0.302194 -0.171419
H -3.060799 -0.586231 0.702431
F -0.197269 2.516435 0.827150

Cartesian forces, eV/Å:
V 1.0 -0.1 0.2
C 0.0 -0.1 0.1
C 0.1 -0.1 0.1
C 0.1 -0.1 -0.1
C -0.1 0.1 -0.1
N -0.1 0.1 0.0
N -0.1 0.2 0.0
B 0.2 -0.2 0.1
N 0.0 0.2 -0.1
N -0.3 -0.1 0.1
C -0.1 0.2 -0.1
C -0.1 -0.1 0.0
C 0.1 -0.1 0.1
C 0.1 0.0 0.0
C 0.0 0.0 0.0
C 0.0 0.0 0.0
C 0.0 0.0 0.0
C 0.1 -0.1 -0.3
N -0.1 0.0 -0.1
N 0.0 0.1 0.0
C -0.2 0.1 0.0
C 0.2 0.0 0.1
C 0.0 -0.1 0.1
C 0.0 -0.1 0.0
C 0.0 -0.1 0.0
C 0.0 0.0 0.0
C -0.1 0.0 -0.1
C 0.0 0.1 0.0
C 0.1 0.0 0.1
C 0.0 0.0 0.0
C 0.0 0.0 -0.2
C 0.0 0.0 0.0
H 0.0 0.0 0.0
H 0.0 0.0 0.0
H 0.0 0.0 0.0
H 0.0 0.0 0.1
H 0.0 0.0 0.0
H 0.1 0.0 0.0
H 0.0 0.0 0.0
H 0.0 0.0 0.0
H 0.0 0.0 0.0
H 0.1 0.0 0.0
H 0.0 0.1 0.0
H -0.1 0.0 0.0
H 0.1 0.0 0.1
H 0.0 0.0 0.0
H 0.0 0.1 0.0
H -0.1 0.1 0.1
H 0.0 0.1 0.0
H 0.0 0.0 0.1
H 0.0 -0.1 0.0
H 0.0 0.0 0.0
H 0.0 0.0 0.0
H 0.0 0.0 0.0
H 0.1 0.0 0.0
H 0.0 0.0 0.0
H 0.0 0.0 0.0
H 0.1 0.0 0.0
H 0.0 0.0 -0.1
H 0.0 0.1 0.1
H 0.0 0.0 0.0
H 0.1 -0.1 -0.1
H 0.0 0.0 -0.1
H 0.0 0.0 0.0
H 0.0 0.0 0.0
H 0.0 -0.1 0.0
H 0.1 0.0 0.0
H 0.0 0.0 0.1
H 0.0 0.1 0.0
H 0.0 0.0 0.0
H 0.0 0.0 0.0
H 0.0 0.0 -0.1
F -0.1 0.1 0.2
C 0.1 0.1 -0.1
F -0.1 -0.2 -0.1
F 0.0 0.0 0.1
C -0.1 0.1 -0.2
C -0.1 0.0 0.0
C 0.3 0.1 0.0
C -0.2 0.0 -0.1
N -0.4 -0.1 0.0
C -0.2 0.1 0.1
S -0.1 0.0 -0.1
H 0.0 0.0 0.0
H 0.0 0.0 0.0
H 0.0 0.0 0.0
F 0.0 -0.1 0.0

Its spin multiplicity is 4. The calculation puts the highest occupied orbital energy (alpha / beta) at -3.5 / -4.8 eV. As for the HOMO-LUMO gap (alpha / beta): 6.01 / 7.24 eV. The LUMO energy (alpha / beta) comes out at 0.0912 / 0.0912 hartree. Its net charge is -1. The value obtained for the largest force on an atom is 1.00 eV Å⁻¹.


# 4
Computed, not measured: a cluster of 3 separate species, CH7O3 in total, with ωB97M-V with the def2-TZVPD basis set.

CARTESIAN COORDINATES (ANGSTROEM)
C 0.493253 -0.959244 0.374902
O 0.119809 0.141593 -0.355630
H 0.668129 -0.602223 1.433029
H 1.358348 -1.602843 0.177304
H -0.331492 -1.669114 0.575625
H -1.277899 0.125631 -1.028273
H -2.110528 -0.890058 -1.796427
O -2.253952 -0.079882 -1.296558
H 1.177052 1.902967 1.395308
H 0.795810 1.440958 0.026976
O 1.361474 2.192215 0.493742

Cartesian forces, eV/Å:
C -1.1 1.0 2.3
O 0.5 -0.6 -1.1
H 0.4 -0.4 -0.2
H 0.4 0.3 -0.9
H -0.2 -0.1 -0.5
H -0.4 -0.2 0.5
H -0.2 0.0 0.0
O 0.5 0.0 -0.3
H 0.2 0.3 0.1
H 0.7 0.2 0.1
O -0.6 -0.5 0.0

The relative energy (zero: lowest compared OMol25 entry of this formula, charge and spin) comes out at 31.2 kJ/mol. The calculation puts the highest occupied orbital energy at -3.9 eV. As for the HOMO-LUMO gap: 8.29 eV. The LUMO energy comes out at 0.1624 hartree. Its net charge is -1. The value obtained for the largest force on an atom is 2.78 eV Å⁻¹.


# 5
Computed, not measured: the ion C4H10N2 with charge -1, with ωB97M-V with the def2-TZVPD basis set.

CARTESIAN COORDINATES (ANGSTROEM)
C -1.372277 -0.866160 -0.252475
C -0.882670 0.358755 0.517105
C 0.499056 0.766809 0.187681
C 1.327890 1.325954 1.150844
N 0.913278 0.679472 -1.147030
N -0.500279 -2.019950 -0.254776
H -1.517207 -0.548222 -1.287442
H -2.366345 -1.166219 0.109965
H -1.606848 1.174810 0.275922
H -0.916592 0.133699 1.577645
H 2.372531 1.395510 0.878870
H 0.929090 1.851453 2.010453
H 0.821221 -0.204537 -1.649365
H 1.695317 1.299155 -1.298400
H -0.005847 -2.183153 0.610077
H 0.183099 -2.029520 -1.006693

Cartesian forces, eV/Å:
C -0.1 0.1 -0.3
C -1.0 -0.1 -0.1
C 1.7 1.0 1.0
C -1.1 -0.6 -2.0
N -0.6 0.3 1.2
N -0.1 -0.8 0.0
H 0.0 -0.2 -0.1
H 0.1 0.2 0.0
H 0.4 -0.2 0.2
H -0.1 0.2 0.3
H 0.0 0.4 0.2
H 0.1 -0.5 0.3
H 0.3 0.4 -0.1
H 0.4 -0.5 -0.6
H 0.0 0.2 0.1
H 0.0 0.1 0.0

Its spin multiplicity is 2. The relative energy (zero: lowest compared OMol25 entry of this formula, charge and spin) comes out at 39.4 kJ/mol. The calculation puts the highest occupied orbital energy (alpha / beta) at 1.3 / -4.2 eV. As for the HOMO-LUMO gap (alpha / beta): 3.22 / 8.41 eV. The LUMO energy (alpha / beta) comes out at 0.1664 / 0.1544 hartree. Its net charge is -1. The value obtained for the largest force on an atom is 2.36 eV Å⁻¹.


# 6
Computed, not measured: a structure of composition C12H25F3MnNO2P2, with ωB97M-V with the def2-TZVPD basis set.

CARTESIAN COORDINATES (ANGSTROEM)
C 0.793883 3.240685 -0.629435
C 0.594817 2.035173 0.014900
N 0.825377 0.845240 -0.562278
C 1.218717 0.826180 -1.858858
C 1.414042 1.977555 -2.575061
C 1.206726 3.207007 -1.964820
C -0.086269 2.031420 1.332844
P 0.114055 0.739235 2.505618
Mn 0.493955 -1.181595 0.489785
P 0.595172 -1.920848 -1.619991
C 1.423464 -0.481649 -2.535580
O -2.589045 2.112617 0.543435
O -2.520669 0.425764 -1.072409
H 0.626708 4.154194 -0.054066
H 1.644573 1.910148 -3.605029
H 1.357458 4.164879 -2.491406
C 1.318665 1.051190 3.772103
C -1.412759 0.333053 3.291997
H 1.018312 -0.456137 -3.548094
H 2.471654 -0.756209 -2.615881
H -1.280339 2.044788 1.110336
H 0.090899 3.038390 1.846587
C 1.697402 -3.289616 -1.852385
C -0.909724 -2.233776 -2.586238
H -2.134647 -0.445035 -0.146782
H -3.388299 0.099410 -1.239601
H -2.558327 1.358761 -0.409471
H -2.629872 3.040844 0.341959
H 0.864755 -0.454880 1.969530
H -1.194012 -0.746042 -0.209975
H 1.000509 1.834063 4.463709
H 1.461139 0.123600 4.310758
H 2.311617 1.338193 3.326753
H -1.524171 0.914957 4.182566
H -2.255310 0.526817 2.625564
H -1.403402 -0.722162 3.548943
H -0.667795 -2.307996 -3.666340
H -1.333242 -3.168238 -2.249825
H -1.623619 -1.413909 -2.413526
H 1.789081 -3.587095 -2.898235
H 2.686971 -3.046130 -1.464713
H 1.312766 -4.142774 -1.285956
F -1.014084 -3.693256 0.526698
C -0.120046 -2.895432 1.289861
F -0.725426 -2.785126 2.554299
F 1.038338 -3.646255 1.507710

Cartesian forces, eV/Å:
C 0.0 -0.9 1.1
C 0.0 1.6 0.4
N -0.2 -3.0 1.3
C 0.3 0.6 -1.4
C -0.5 -0.5 0.8
C 0.4 2.1 -0.6
C -0.2 1.7 1.0
P 1.0 -0.1 -2.0
Mn -1.4 3.1 -1.1
P 0.6 1.4 -0.9
C -0.7 -1.3 0.4
O -0.5 0.0 0.5
O -0.1 -0.4 -0.5
H 0.0 -0.2 -0.4
H 0.3 0.0 -0.9
H -0.1 -0.7 0.2
C 1.4 0.4 0.1
C -0.5 -0.8 -0.4
H 0.0 0.0 0.0
H 0.4 0.0 0.1
H 0.7 -0.3 -0.1
H -0.1 -1.3 -0.3
C 0.3 -1.1 -0.6
C 0.1 0.2 -0.3
H 2.0 0.4 -1.1
H -1.4 0.0 -0.5
H -0.3 0.4 0.5
H -0.2 0.5 -0.3
H -0.2 0.3 1.2
H -0.5 -0.8 1.7
H -0.1 0.0 -0.1
H 0.1 -0.2 0.4
H -1.1 -0.2 0.3
H 0.0 0.5 0.6
H 0.2 0.0 -0.1
H -0.1 -0.1 0.1
H -0.1 0.0 0.6
H -0.3 -0.3 0.1
H 0.3 -0.3 -0.1
H 0.1 0.0 -0.1
H -0.1 0.1 0.0
H 0.1 0.1 0.0
F 1.3 0.6 1.2
C -0.2 -0.7 0.1
F 0.4 -0.4 -0.9
F -1.1 -0.2 0.0

Its spin multiplicity is 5. The calculation puts the highest occupied orbital energy (alpha / beta) at -3.7 / -7.9 eV. As for the HOMO-LUMO gap (alpha / beta): 3.48 / 7.64 eV. The LUMO energy (alpha / beta) comes out at -0.0077 / -0.0086 hartree. Its net charge is 0. The value obtained for the largest force on an atom is 3.57 eV Å⁻¹.


Look up the net charge of the fifth one. -1